Below is a cluster of 3 separate species, C4H15NO2 in total in a non-equilibrium geometry, with properties calculated with wB97M-V/def2-TZVPD.

**Energy above the lowest of the compared OMol25 structures with the same formula, charge and spin**: 0.4609 eV
**HOMO level (spin up / spin down)**: -0.49021 / -0.49021 hartree
**Spin multiplicity**: 2
**HOMO-LUMO gap (spin up / spin down)**: 10.04 / 5.49 eV
**E_LUMO (spin up / spin down)**: -0.121 / -0.288 Eh
**Charge**: +1
**⟨S²⟩**: 0.7541

Each line ends with the Mulliken spin population.
Positions of all 22 atoms, in Å:
C: -3.053 0.756 -1.256  0.033
N: -2.201 -0.354 -0.963  0.803
C: -0.217 -1.546 -0.504  0.051
C: -0.888 -0.630 -1.520  0.014
C: -0.131 0.686 -1.661  0.004
H: -2.517 1.704 -1.172  0.012
H: -3.879 0.831 -0.564  0.007
H: -3.219 0.609 -2.333  0.061
H: -2.770 -1.205 -0.871  -0.033
H: 0.691 -2.017 -0.885  -0.002
H: -0.839 -2.389 -0.237  -0.002
H: 0.130 -0.943 0.340  0.000
H: -1.045 -1.087 -2.509  0.050
H: -0.216 1.165 -0.669  0.001
H: -0.556 1.421 -2.340  0.002
H: 0.939 0.583 -1.744  -0.003
H: 1.468 0.535 5.485  0.000
H: 2.537 -0.226 6.189  0.000
O: 2.236 0.685 6.055  0.000
H: 4.712 0.300 -0.363  0.000
H: 4.075 0.874 0.925  0.000
O: 4.743 0.249 0.597  0.000

***

Below is a cluster of 3 separate species, C4H15NO2 in total in a non-equilibrium geometry, with properties calculated with wB97M-V/def2-TZVPD.

**Energy above the lowest of the compared OMol25 structures with the same formula, charge and spin**: 0.8865 eV
**HOMO level (spin up / spin down)**: -0.48369 / -0.48369 hartree
**Spin multiplicity**: 2
**HOMO-LUMO gap (spin up / spin down)**: 9.47 / 4.19 eV
**E_LUMO (spin up / spin down)**: -0.136 / -0.330 Eh
**Charge**: +1
**⟨S²⟩**: 0.7547

Each line ends with the Mulliken spin population.
Positions of all 22 atoms, in Å:
C: -0.201 1.241 -0.251  0.077
C: 0.297 2.467 -1.104  0.115
C: 0.896 1.998 -2.446  0.011
C: -0.923 3.335 -1.351  0.015
N: 0.777 0.408 0.268  0.714
H: -0.911 0.721 -0.913  0.085
H: -0.883 1.582 0.519  -0.006
H: 1.069 2.969 -0.529  0.000
H: 0.083 1.730 -3.121  -0.001
H: 1.500 1.099 -2.296  0.000
H: 1.560 2.784 -2.798  0.006
H: -1.198 3.802 -0.396  0.000
H: -0.716 4.151 -2.036  0.008
H: -1.806 2.770 -1.649  -0.005
H: 1.122 -0.349 -0.342  -0.011
H: 0.495 -0.047 1.155  -0.009
H: -1.118 -5.025 5.377  0.000
H: -1.358 -4.367 3.928  0.000
O: -1.661 -4.990 4.587  0.000
H: 0.747 -5.569 0.394  0.000
H: 1.563 -5.281 1.657  0.000
O: 0.666 -5.431 1.346  0.000

***

Below is a cluster of 3 separate species, C4H15NO2 in total in a non-equilibrium geometry, with properties calculated with wB97M-V/def2-TZVPD.

**Energy above the lowest of the compared OMol25 structures with the same formula, charge and spin**: 2.7904 eV
**HOMO level (spin up / spin down)**: -0.54357 / -0.54341 hartree
**Spin multiplicity**: 2
**HOMO-LUMO gap (spin up / spin down)**: 11.30 / 6.28 eV
**E_LUMO (spin up / spin down)**: -0.128 / -0.313 Eh
**Charge**: +1
**⟨S²⟩**: 0.7559

Each line ends with the Mulliken spin population.
Positions of all 22 atoms, in Å:
C: 1.335 -0.365 -1.276  0.032
C: 1.007 -0.867 0.198  0.081
C: 0.443 0.278 0.925  0.033
N: -0.993 0.632 0.640  0.740
C: -2.058 -0.196 1.397  0.006
H: 0.317 -0.330 -1.725  0.007
H: 1.617 0.750 -1.256  0.001
H: 2.014 -1.176 -1.599  0.002
H: 0.257 -1.744 -0.032  0.000
H: 1.883 -1.345 0.888  -0.002
H: 0.434 -0.256 2.027  0.111
H: 1.102 1.079 0.819  -0.030
H: -1.205 1.613 0.805  -0.021
H: -1.967 -1.300 1.194  0.006
H: -1.945 -0.035 2.503  0.028
H: -3.130 0.050 1.035  0.002
H: -1.886 -1.541 -2.845  0.000
H: -2.090 -1.516 -1.171  0.001
O: -1.945 -2.166 -2.036  0.001
H: 1.584 2.948 0.214  0.000
H: 2.974 2.448 -0.191  0.000
O: 2.252 3.042 -0.513  0.000

***

Below is a structure of composition C4H15NO2S in a non-equilibrium geometry, with properties calculated with wB97M-V/def2-TZVPD.

**Energy above the lowest of the compared OMol25 structures with the same formula, charge and spin**: 6.5078 eV
**HOMO level**: -0.26659 hartree
**HOMO-LUMO gap**: 4.50 eV
**E_LUMO**: -0.101 Eh

Each line ends with the Mulliken charge.
Positions of all 23 atoms, in Å:
C: -0.238 0.453 -2.054  -0.114
C: -0.779 -0.973 -2.203  -0.485
S: -3.061 0.675 0.031  -0.641
C: 0.393 0.811 -0.722  -0.242
N: 1.200 -0.276 -0.114  -0.391
C: 0.719 -0.952 1.064  -1.014
H: -1.429 0.006 -2.038  -0.016
H: 0.225 0.774 -3.000  0.377
H: -0.904 -1.613 -1.347  0.317
H: -0.378 -1.353 -3.142  0.331
H: -4.324 1.141 -0.047  0.016
H: -0.412 1.096 0.029  0.254
H: 1.136 1.588 -0.870  0.278
H: 1.243 -0.981 -0.866  0.205
H: 1.536 -1.590 1.388  0.373
H: 0.480 -0.228 1.845  0.381
H: -0.155 -1.600 1.020  0.346
H: 2.754 0.764 0.611  0.442
H: 4.237 1.003 0.962  0.301
O: 3.363 1.395 1.029  -0.669
H: -1.755 0.189 3.618  0.254
H: -2.287 -0.228 2.085  0.235
O: -1.563 -0.103 2.721  -0.538

***

Below is a cluster of 3 separate species, C4H15NO2S in total in a non-equilibrium geometry, with properties calculated with wB97M-V/def2-TZVPD.

**Energy above the lowest of the compared OMol25 structures with the same formula, charge and spin**: 2.7850 eV
**HOMO level**: -0.34152 hartree
**SMILES**: CN[C@H](C)CS.O.O
**HOMO-LUMO gap**: 9.72 eV
**E_LUMO**: 0.016 Eh

Each line ends with the Mulliken charge.
Positions of all 23 atoms, in Å:
C: -0.225 0.684 -2.139  -1.084
N: -0.753 1.289 -0.813  -0.429
C: -0.552 0.170 0.264  0.765
C: -0.782 -1.214 -0.327  -1.316
C: -1.360 0.729 1.537  -0.900
S: -1.034 -0.051 3.212  -0.200
H: -0.691 -0.089 -2.621  0.426
H: -0.312 1.520 -2.853  0.359
H: 0.842 0.442 -2.025  0.341
H: -1.697 1.481 -0.907  0.284
H: 0.604 0.161 0.385  -0.022
H: -0.357 -2.002 0.416  0.275
H: -1.798 -1.629 -0.362  0.258
H: -0.331 -1.452 -1.332  0.416
H: -0.997 1.801 1.514  0.385
H: -2.443 0.790 1.210  0.320
H: -1.621 -1.273 2.981  0.117
O: 2.476 -2.796 0.136  -0.644
H: 1.689 -3.241 -0.044  0.310
H: 2.182 -1.854 -0.398  0.334
O: 2.329 2.320 1.036  -0.618
H: 1.691 2.056 0.444  0.337
H: 3.140 2.157 0.683  0.286

***

Below is a cluster of 3 separate species, C4H15NO3 in total in a non-equilibrium geometry, with properties calculated with wB97M-V/def2-TZVPD.

**Energy above the lowest of the compared OMol25 structures with the same formula, charge and spin**: 1.9009 eV
**HOMO level**: -0.30953 hartree
**SMILES**: CNC[C@@H](C)O.O.O
**HOMO-LUMO gap**: 9.06 eV
**E_LUMO**: 0.023 Eh

Each line ends with the Mulliken charge.
Positions of all 23 atoms, in Å:
C: -0.148 -1.682 1.293  -0.783
N: 0.675 -1.604 0.096  -0.241
C: 0.928 -0.335 -0.443  -0.768
C: -0.235 0.321 -1.272  0.330
C: -0.685 -0.612 -2.371  -1.285
O: -1.204 0.898 -0.419  -0.493
H: -1.228 -1.755 0.980  0.212
H: -0.018 -2.538 1.964  0.365
H: -0.105 -0.755 1.896  0.191
H: 1.488 -2.200 0.193  0.252
H: 1.814 -0.319 -1.109  0.465
H: 1.289 0.548 0.140  0.235
H: 0.243 1.252 -1.611  0.262
H: -0.215 -0.435 -3.377  0.304
H: -1.739 -0.527 -2.610  0.351
H: -0.487 -1.687 -2.075  0.308
H: -1.886 0.227 -0.259  0.312
O: 0.605 0.368 3.282  -0.691
H: 1.508 0.679 3.149  0.323
H: 0.119 0.819 2.578  0.348
O: 0.174 3.020 0.068  -0.615
H: -0.326 3.112 -0.756  0.315
H: -0.567 3.205 0.661  0.302

***

Below is a cluster of 4 separate species, C4H15NO3 in total in a non-equilibrium geometry, with properties calculated with wB97M-V/def2-TZVPD.

**Energy above the lowest of the compared OMol25 structures with the same formula, charge and spin**: 0.9404 eV
**HOMO level**: -0.34178 hartree
**SMILES**: C/C=C/CN.O.O.O
**HOMO-LUMO gap**: 9.95 eV
**E_LUMO**: 0.024 Eh

Each line ends with the Mulliken charge.
Positions of all 23 atoms, in Å:
C: -1.338 2.193 -0.765  -1.487
C: -0.500 1.027 -0.362  0.196
C: 0.615 1.198 0.356  -0.330
C: 1.591 0.092 0.700  -0.557
N: 1.488 -1.027 -0.215  -0.552
H: -1.092 3.101 -0.212  0.335
H: -1.256 2.484 -1.826  0.324
H: -2.428 2.073 -0.789  0.347
H: -0.702 0.125 -0.927  0.281
H: 0.868 2.214 0.639  0.255
H: 2.574 0.571 0.746  0.385
H: 1.431 -0.182 1.754  0.421
H: 0.531 -1.375 -0.261  0.129
H: 1.991 -1.831 0.149  0.239
O: -1.431 -0.325 2.368  -0.644
H: -0.969 0.255 1.732  0.426
H: -2.192 0.199 2.652  0.282
O: 1.488 -0.442 -3.093  -0.697
H: 1.745 -0.478 -2.124  0.373
H: 1.584 -1.392 -3.287  0.298
O: -1.159 -2.604 0.614  -0.606
H: -1.604 -3.465 0.586  0.279
H: -1.237 -2.412 1.563  0.302

***

Below is a cluster of 4 separate species, C4H15NO3 in total in a non-equilibrium geometry, with properties calculated with wB97M-V/def2-TZVPD.

**Energy above the lowest of the compared OMol25 structures with the same formula, charge and spin**: 0.5228 eV
**HOMO level**: -0.30511 hartree
**SMILES**: C=C(N)CC.O.O.O
**HOMO-LUMO gap**: 9.05 eV
**E_LUMO**: 0.028 Eh

Each line ends with the Mulliken charge.
Positions of all 23 atoms, in Å:
C: -1.519 -0.176 -1.464  -1.605
C: -0.846 -0.961 -0.599  0.967
N: -1.468 -1.509 0.508  -0.465
C: 0.590 -1.325 -0.789  -0.433
C: 0.746 -2.607 -1.603  -1.197
H: -1.050 0.072 -2.407  0.392
H: -2.586 -0.002 -1.407  0.353
H: -0.944 -2.081 1.147  0.211
H: -2.458 -1.705 0.467  0.200
H: 1.193 -1.325 0.121  0.406
H: 1.024 -0.502 -1.368  0.232
H: 1.651 -2.531 -2.207  0.347
H: 0.694 -3.530 -1.016  0.315
H: -0.075 -2.742 -2.304  0.329
O: 0.050 1.806 2.434  -0.746
H: -0.555 1.104 2.574  0.282
H: -0.165 2.282 1.586  0.446
O: -0.404 2.610 -0.141  -0.742
H: 0.452 2.327 -0.480  0.338
H: -0.951 2.218 -0.842  0.335
O: 2.311 1.159 0.974  -0.651
H: 1.504 1.406 1.488  0.395
H: 2.985 1.657 1.419  0.290

***

Repeat the eighth record exactly.
Below is a cluster of 4 separate species, C4H15NO3 in total in a non-equilibrium geometry, with properties calculated with wB97M-V/def2-TZVPD.

**Energy above the lowest of the compared OMol25 structures with the same formula, charge and spin**: 0.5228 eV
**HOMO level**: -0.30511 hartree
**SMILES**: C=C(N)CC.O.O.O
**HOMO-LUMO gap**: 9.05 eV
**E_LUMO**: 0.028 Eh

Each line ends with the Mulliken charge.
Positions of all 23 atoms, in Å:
C: -1.519 -0.176 -1.464  -1.605
C: -0.846 -0.961 -0.599  0.967
N: -1.468 -1.509 0.508  -0.465
C: 0.590 -1.325 -0.789  -0.433
C: 0.746 -2.607 -1.603  -1.197
H: -1.050 0.072 -2.407  0.392
H: -2.586 -0.002 -1.407  0.353
H: -0.944 -2.081 1.147  0.211
H: -2.458 -1.705 0.467  0.200
H: 1.193 -1.325 0.121  0.406
H: 1.024 -0.502 -1.368  0.232
H: 1.651 -2.531 -2.207  0.347
H: 0.694 -3.530 -1.016  0.315
H: -0.075 -2.742 -2.304  0.329
O: 0.050 1.806 2.434  -0.746
H: -0.555 1.104 2.574  0.282
H: -0.165 2.282 1.586  0.446
O: -0.404 2.610 -0.141  -0.742
H: 0.452 2.327 -0.480  0.338
H: -0.951 2.218 -0.842  0.335
O: 2.311 1.159 0.974  -0.651
H: 1.504 1.406 1.488  0.395
H: 2.985 1.657 1.419  0.290

***

Q: What is the formula in the third record?
A: C4H15NO2

***

Q: What is the formula in the first record?
A: C4H15NO2

***

Q: Which formula does entry 7 have?
A: C4H15NO3